Entry 1:
The molecule C5H9NO2S in a non-equilibrium geometry, computed with ωB97M-V/def2-TZVPD.

Geometry (Å):
C -1.404 -2.261 -0.340
C -1.027 -1.156 -0.017
C -1.566 1.562 -0.781
C 2.285 -1.108 0.600
C -1.082 1.188 0.631
N -0.484 -0.135 0.627
O 1.271 -0.127 -1.580
O 1.753 1.442 0.447
S 1.348 0.170 -0.155
H -1.455 -3.118 -0.950
H -2.535 1.832 -0.865
H -1.023 2.246 -1.341
H -1.624 0.640 -1.301
H 3.021 -1.594 -0.187
H 2.971 -0.787 1.449
H 1.667 -1.717 1.164
H -0.304 1.773 1.030
H -1.812 1.150 1.568

Cartesian forces (eV/Å) of the 6 atoms listed first:
C 0.707 0.727 -0.349
C -0.413 -1.225 0.439
C 0.901 -1.681 1.755
C 4.144 0.093 -0.367
C -2.030 -0.662 1.442
N 3.412 0.671 -0.588

Computed properties:
SMILES string: C#CN(CC)S(C)(=O)=O
LUMO: 0.228 eV
Electronic energy: -799.164708 Eh
Multiplicity: 1
Relative energy (zero: lowest compared OMol25 entry of this formula, charge and spin): 5.2818 eV
Orbital gap: 9.140 eV

Entry 2:
A cluster of 2 separate species, C3H4N2O in total in a non-equilibrium geometry, computed with ωB97M-V/def2-TZVPD.

Geometry (Å):
C -0.082 1.712 2.057
C -0.591 0.388 0.154
C 0.490 -0.354 -0.392
N -0.128 2.526 2.864
N 0.306 -1.586 -1.018
O 0.054 0.832 -0.960
H -1.543 0.384 0.524
H 1.560 -0.171 -0.178
H -0.501 -2.163 -1.028
H 0.435 -1.567 -2.023

Cartesian forces (eV/Å) of the 6 atoms listed first:
C -0.570 -2.199 -3.040
C 4.486 2.756 0.673
C 2.703 -2.261 0.676
N 0.070 0.661 0.798
N 0.450 -0.921 -1.868
O -3.710 1.734 0.152

Computed properties:
LUMO: -1.090 eV
Electronic energy: -301.267081 Eh
Multiplicity: 1
Relative energy (zero: lowest compared OMol25 entry of this formula, charge and spin): 5.9906 eV
Orbital gap: 9.540 eV

Entry 3:
A cluster of 2 separate species, C5H13NO in total in a non-equilibrium geometry, computed with ωB97M-V/def2-TZVPD.

Geometry (Å):
C -1.625 -1.110 -1.005
C -0.119 -0.895 -1.019
C 0.465 0.449 -0.568
C 1.365 1.095 -1.336
C -1.059 0.615 1.515
N -0.145 1.084 0.500
H -2.169 -0.257 -0.607
H -1.880 -1.920 -0.323
H -1.988 -1.326 -1.996
H 0.419 -1.591 -0.382
H 0.356 -0.997 -1.986
H 1.919 1.922 -0.885
H 1.501 0.901 -2.379
H -2.103 0.551 1.194
H -0.753 -0.302 2.026
H -1.026 1.399 2.274
H 0.119 2.051 0.581
H 2.776 -1.059 1.147
H 1.987 0.170 1.681
O 1.959 -0.783 1.568

Cartesian forces (eV/Å) of the 6 atoms listed first:
C 0.091 0.116 0.594
C 1.322 1.037 0.523
C -2.017 0.044 -0.968
C 0.271 0.325 1.083
C 0.280 0.389 0.577
N 0.832 0.089 -0.035

Computed properties:
SMILES string: C=C(CC)NC.O
LUMO: 0.866 eV
Electronic energy: -328.250365 Eh
Multiplicity: 1
Relative energy (zero: lowest compared OMol25 entry of this formula, charge and spin): 1.8635 eV
Orbital gap: 8.413 eV

Entry 4:
The molecule C5H7N3 in a non-equilibrium geometry, computed with ωB97M-V/def2-TZVPD.

Geometry (Å):
C 2.288 0.304 -0.634
C 1.084 0.880 -0.832
C 1.456 -1.371 0.716
C -0.088 -0.659 0.519
C -1.101 -1.301 1.070
N 2.468 -0.851 0.172
N -0.045 0.416 -0.240
N -1.332 1.110 -0.398
H 2.969 0.432 -1.353
H 0.956 1.764 -1.420
H 1.466 -2.410 1.069
H -2.132 -1.277 0.827
H -0.917 -2.162 1.693
H -1.243 1.932 -1.035
H -1.646 1.372 0.562

Cartesian forces (eV/Å) of the 6 atoms listed first:
C -2.858 -1.151 2.033
C 0.540 -0.218 0.695
C -3.261 1.692 -1.231
C 3.933 -3.989 1.767
C -0.637 -1.052 0.530
N 0.041 0.095 -0.557

Computed properties:
SMILES string: C=C1C=NC=CN1N
LUMO: 0.786 eV
Electronic energy: -358.861042 Eh
Multiplicity: 1
Relative energy (zero: lowest compared OMol25 entry of this formula, charge and spin): 4.2813 eV
Orbital gap: 8.167 eV

Entry 5:
A structure of composition C54H40F4GaN2O3P2SbTe in a non-equilibrium geometry, computed with ωB97M-V/def2-TZVPD.

Geometry (Å):
Ga -17.401 -11.208 7.712
Te -21.166 -9.872 10.466
C -22.468 -8.207 11.103
C -22.521 -6.977 10.426
C -23.318 -5.987 10.981
N -24.084 -6.122 12.060
C -24.049 -7.326 12.634
C -23.289 -8.416 12.205
C -20.542 -9.626 8.393
P -21.651 -10.364 7.234
C -23.204 -10.372 8.179
C -23.552 -11.671 8.777
C -24.823 -11.806 9.378
C -25.721 -10.706 9.388
C -25.383 -9.493 8.841
C -24.119 -9.302 8.240
C -22.064 -9.169 5.915
C -21.989 -7.785 6.061
C -22.491 -6.998 4.989
C -22.530 -7.502 3.713
C -22.496 -8.928 3.596
C -22.383 -9.779 4.693
P -18.803 -9.301 8.240
C -18.521 -8.037 6.963
C -18.210 -8.563 5.680
C -18.169 -7.637 4.596
C -18.369 -6.275 4.793
C -18.613 -5.772 6.080
C -18.648 -6.631 7.136
C -18.231 -8.547 9.822
C -17.155 -9.052 10.619
C -16.767 -8.352 11.774
C -17.169 -6.990 11.916
C -18.090 -6.451 11.044
C -18.701 -7.261 10.107
H -22.000 -6.768 9.430
H -23.324 -4.975 10.575
H -24.550 -7.450 13.591
H -23.252 -9.302 12.816
H -22.891 -12.509 8.639
H -25.065 -12.719 9.954
H -26.679 -10.846 9.890
H -26.083 -8.677 8.834
H -23.964 -8.310 7.859
H -21.532 -7.282 6.941
H -22.857 -5.993 5.178
H -22.647 -6.850 2.864
H -22.504 -9.331 2.577
H -22.645 -10.843 4.663
H -18.020 -9.618 5.504
H -18.037 -8.053 3.605
H -18.419 -5.628 3.971
H -18.688 -4.673 6.230
H -18.710 -6.179 8.150
H -16.758 -9.966 10.257
H -16.195 -8.819 12.560
H -16.708 -6.384 12.717
H -18.315 -5.388 11.052
H -19.647 -6.939 9.640
F -29.314 -17.935 3.738
C -28.065 -17.739 4.080
C -27.175 -17.296 3.095
C -26.054 -16.572 3.432
C -25.717 -16.496 4.802
C -26.546 -17.093 5.751
C -27.759 -17.691 5.447
Sb -24.159 -15.200 5.598
C -23.291 -15.993 7.375
C -22.380 -17.108 7.442
C -21.992 -17.537 8.701
C -22.428 -16.817 9.844
F -21.736 -16.963 10.975
C -23.316 -15.730 9.821
C -23.708 -15.338 8.514
C -22.807 -15.711 3.962
C -22.798 -17.015 3.441
C -21.707 -17.381 2.654
C -20.739 -16.448 2.359
F -19.787 -16.791 1.398
C -20.803 -15.098 2.772
C -21.826 -14.783 3.621
H -27.440 -17.410 2.014
H -25.313 -16.261 2.650
H -26.257 -17.074 6.785
H -28.404 -18.173 6.178
H -22.140 -17.673 6.525
H -21.368 -18.440 8.718
H -23.549 -15.148 10.682
H -24.416 -14.531 8.449
H -23.557 -17.726 3.617
H -21.696 -18.369 2.217
H -20.073 -14.367 2.521
H -21.894 -13.774 3.991
F -12.024 -14.232 7.414
C -13.243 -13.616 7.234
C -13.436 -12.448 6.534
C -14.647 -11.816 6.619
C -15.727 -12.288 7.307
C -15.552 -13.519 8.005
C -14.368 -14.240 7.863
H -12.589 -11.888 6.082
H -14.672 -10.789 6.258
H -16.297 -13.789 8.689
H -14.223 -15.206 8.323
O -18.393 -12.658 8.707
N -19.222 -12.989 7.577
O -20.237 -13.642 7.689
O -18.747 -12.353 6.504

Cartesian forces (eV/Å) of the 6 atoms listed first:
Ga 0.098 -1.640 -0.348
Te 0.195 0.438 0.000
C 0.658 -0.540 -1.517
C 0.301 -0.189 -0.762
C -0.107 0.657 -0.278
N 0.226 -0.698 0.312

Computed properties:
LUMO: -0.610 eV
Electronic energy: -5931.847902 Eh
Multiplicity: 1
Relative energy (zero: lowest compared OMol25 entry of this formula, charge and spin): 3.0772 eV
Orbital gap: 6.238 eV

Entry 6:
A cluster of 2 separate species, CH6N3O in total in a non-equilibrium geometry, computed with ωB97M-V/def2-TZVPD.

Geometry (Å):
C 1.526 0.637 -0.591
N 2.536 1.095 -1.244
N 0.626 0.193 -0.053
N -1.325 -0.413 1.514
O -2.467 -0.202 0.654
H 3.257 0.443 -1.690
H 2.629 2.083 -1.360
H -1.260 -1.381 1.776
H -1.597 0.079 2.267
H -0.029 -0.125 0.696
H -2.173 -0.112 -0.218

Cartesian forces (eV/Å) of the 6 atoms listed first:
C 0.955 0.056 -0.570
N 1.509 -1.398 -0.946
N 0.600 0.149 -0.818
N 0.669 -1.241 -3.917
O -0.436 -0.767 2.704
H -1.519 1.279 0.950

Computed properties:
LUMO: -3.737 eV
Total charge: +1
Electronic energy: -280.862728 Eh
Multiplicity: 1
Relative energy (zero: lowest compared OMol25 entry of this formula, charge and spin): 1.9221 eV
Orbital gap: 11.296 eV

> Number 3 is which compound?

C5H13NO